Record 1
{
  "formula": "C22H30O2SiSn",
  "method": "ωB97M-V/def2-TZVPD",
  "species": ["C", "C", "C", "H", "C", "C", "H", "H", "H", "H", "Sn", "C", "H", "H", "H", "Si", "C", "C", "H", "C", "H", "C", "H", "C", "H", "C", "H", "C", "C", "H", "C", "H", "C", "H", "C", "H", "C", "H", "H", "H", "C", "O", "C", "C", "O", "C", "H", "H", "H", "H", "H", "H", "H", "H", "H", "H"],
  "xyz": [[1.00952, 2.51430, 2.98192], [0.98754, 3.45484, 1.91385], [-0.20473, 3.29003, 1.15296], [1.71305, 4.27868, 1.72652], [-1.01084, 2.26875, 1.75439], [-0.20498, 1.65905, 2.88218], [-0.58374, 1.03575, 3.70048], [1.68875, 2.55620, 3.84178], [-0.46860, 3.83255, 0.23572], [-2.05923, 2.03486, 1.59454], [0.24336, 0.26076, 1.36612], [-1.18913, -2.91336, -2.24448], [-2.04719, -2.35637, -1.85235], [-0.69997, -2.48032, -3.14802], [-0.51160, -3.42149, -1.53118], [0.24422, 0.33005, -0.87260], [1.73137, -0.02088, -1.85737], [2.45771, 1.08285, -2.37213], [2.11695, 2.09196, -2.16265], [3.59379, 0.81215, -3.11792], [4.19817, 1.64078, -3.52018], [3.93769, -0.53295, -3.37787], [4.85534, -0.72294, -3.91924], [3.16531, -1.61353, -2.93949], [3.46584, -2.62652, -3.16518], [2.03148, -1.36853, -2.15267], [1.32876, -2.12260, -1.80849], [-1.38632, 0.82002, -1.78409], [-1.22219, 1.01498, -3.18451], [-0.55433, 0.32465, -3.73262], [-1.98814, 1.96995, -3.84879], [-1.85437, 2.11959, -4.90996], [-2.96637, 2.66469, -3.09184], [-3.53202, 3.44020, -3.58838], [-3.33940, 2.25015, -1.78881], [-4.24720, 2.63503, -1.31042], [-2.63527, 1.18825, -1.19336], [-3.02470, 0.66384, -0.30131], [-2.44845, -4.37921, -3.03755], [-1.74127, -3.84965, -2.86951], [2.34129, -0.56081, 3.90494], [1.52025, -0.93955, 2.77940], [0.99451, -2.32897, 2.76688], [-0.48894, -2.33051, 3.12083], [-1.13467, -1.26298, 2.40060], [-2.45545, -1.03170, 2.87204], [2.82245, 0.37294, 3.64153], [3.07957, -1.34728, 4.08389], [1.67887, -0.41011, 4.75594], [1.56053, -2.92438, 3.49881], [1.13503, -2.69869, 1.73357], [-0.95268, -3.27925, 2.80174], [-0.63427, -2.14351, 4.19814], [-2.97959, -1.98662, 2.85301], [-2.38921, -0.66350, 3.90478], [-2.94651, -0.29163, 2.21641]],
  "homo_lumo_gap_ev": [5.37, 4.77],
  "homo_ev": [-5.2, -4.6],
  "max_force_ha_per_bohr": 0.0640,
  "lumo_energy_ha": [0.0076, 0.0053],
  "relative_energy_kcal_mol": 99.3
}

Record 2
{
  "formula": "C22H31Cl2Si",
  "method": "ωB97M-V/def2-TZVPD",
  "species": ["C", "C", "C", "Si", "C", "C", "C", "C", "C", "C", "H", "H", "H", "H", "H", "H", "H", "H", "H", "H", "H", "H", "H", "H", "H", "H", "H", "H", "H", "H", "H", "H", "Cl", "C", "C", "C", "C", "C", "C", "C", "C", "C", "Cl", "C", "C", "C", "C", "H", "H", "H", "H", "H", "H", "H", "H", "H"],
  "xyz": [[0.91923, -0.12202, -4.34045], [0.23066, 0.48151, -3.13341], [0.58876, 1.94798, -2.89624], [0.66343, -0.72388, -1.75968], [-0.30954, -2.34325, -1.66694], [-1.39896, -2.38457, -2.74413], [-0.87168, -2.79756, -0.30183], [2.55385, -0.80390, -1.52170], [2.95832, -2.26578, -1.80199], [3.11503, -0.27884, -0.14961], [0.03262, 0.76369, 0.74762], [0.44949, 0.26635, -5.24540], [1.97756, 0.14345, -4.30626], [0.80916, -1.20709, -4.37261], [-0.84157, 0.42277, -3.29408], [0.29292, 2.54465, -3.77223], [0.06731, 2.29533, -1.99981], [1.67165, 2.02269, -2.73620], [0.45443, -3.09047, -1.93317], [-1.81691, -3.39742, -2.72198], [-2.20132, -1.65862, -2.53307], [-0.97599, -2.22422, -3.74318], [-1.73584, -3.47453, -0.37062], [-0.09581, -3.32581, 0.26173], [-1.22273, -1.95583, 0.29674], [2.94544, -0.16917, -2.34378], [4.05402, -2.30480, -1.87713], [2.64597, -2.92446, -0.97133], [2.53118, -2.62085, -2.75733], [4.22763, -0.24894, -0.17957], [2.73451, 0.74816, 0.04247], [2.77402, -0.96360, 0.66431], [-3.59482, 5.83551, 1.29297], [-2.86624, 4.30462, 1.33049], [-2.34242, 3.73665, 0.16623], [-1.78084, 2.47065, 0.20975], [-1.57300, 1.83695, 1.42962], [-0.76188, 0.55407, 1.36451], [-0.16647, 0.05894, 2.67127], [0.20793, -1.28927, 2.77680], [0.24451, -1.89852, 4.03450], [0.06438, -1.12979, 5.18437], [-0.03151, -1.86498, 6.70168], [0.01080, 0.25119, 5.07539], [0.00018, 0.83527, 3.81425], [-2.12615, 2.39243, 2.58282], [-2.75855, 3.62694, 2.54371], [-2.36827, 4.30223, -0.75219], [-1.51424, 1.99663, -0.73798], [-1.46893, -0.20396, 1.05737], [0.42647, -1.90843, 1.89549], [0.38527, -2.96997, 4.14026], [-0.05115, 0.86957, 5.95029], [0.01077, 1.91103, 3.74279], [-2.04583, 1.86461, 3.52535], [-3.12680, 4.06668, 3.46114]],
  "homo_lumo_gap_ev": 5.78,
  "charge": 1,
  "homo_ev": -11.0,
  "max_force_ha_per_bohr": 0.0633,
  "lumo_energy_ha": -0.1936,
  "relative_energy_kcal_mol": 0.0
}

Record 3
{
  "formula": "C22H31LuN14O3S2",
  "method": "ωB97M-V/def2-TZVPD",
  "species": ["Lu", "S", "N", "C", "C", "C", "C", "C", "N", "C", "C", "N", "C", "C", "C", "C", "C", "N", "H", "H", "H", "H", "H", "H", "N", "C", "C", "C", "C", "N", "C", "N", "N", "C", "O", "O", "H", "H", "H", "H", "H", "H", "H", "H", "H", "H", "H", "H", "H", "H", "C", "N", "C", "C", "N", "N", "C", "N", "N", "H", "H", "H", "H", "H", "H", "H", "H", "H", "H", "H", "O", "S", "N"],
  "xyz": [[1.12186, 0.50986, 0.38599], [3.01512, 4.13441, -6.46727], [1.87672, 3.05029, -6.13395], [2.09133, 2.62747, -4.90240], [1.32955, 1.61733, -4.21078], [0.28435, 0.90374, -4.80267], [-0.31242, -0.10938, -4.08689], [0.10690, -0.34508, -2.78111], [1.04585, 0.37141, -2.17390], [1.69205, 1.31264, -2.89036], [2.84194, 1.95603, -2.25595], [3.14337, 1.55620, -1.01017], [4.21497, 2.06921, -0.42752], [5.03508, 3.01902, -1.03071], [4.73124, 3.44526, -2.30288], [3.61815, 2.89718, -2.94623], [3.22229, 3.24404, -4.28939], [3.82562, 4.11072, -5.07972], [-0.00373, 1.14193, -5.81833], [-1.09128, -0.72136, -4.51998], [-0.31406, -1.15399, -2.19764], [4.42312, 1.71755, 0.57581], [5.88573, 3.41482, -0.49482], [5.33015, 4.18402, -2.81868], [-1.27918, 1.51634, -0.44801], [-2.26408, 0.42869, -0.64254], [-3.70822, 0.89336, -0.34746], [-4.81103, 0.18264, -1.17559], [-6.01204, -0.33053, -0.37327], [-5.57182, -1.30006, 0.61415], [-6.24316, -1.70581, 1.67030], [-7.54307, -1.43670, 1.82123], [-5.58854, -2.40318, 2.60703], [-1.75424, -0.78589, 0.19104], [-2.56043, -1.54464, 0.73857], [-0.49538, -0.92573, 0.22537], [-1.45907, 1.90763, 0.47334], [-1.46202, 2.25479, -1.11833], [-2.20847, 0.12747, -1.69139], [-3.73971, 1.95732, -0.58537], [-3.91066, 0.80912, 0.72291], [-4.37819, -0.65516, -1.72874], [-5.21019, 0.87557, -1.91460], [-6.72662, -0.79033, -1.06074], [-6.51098, 0.50726, 0.12476], [-4.55275, -1.48112, 0.64495], [-8.05708, -0.98141, 1.08798], [-8.05927, -1.76569, 2.61756], [-4.59952, -2.56486, 2.48452], [-6.05462, -2.79419, 3.40494], [1.33088, -1.43264, 5.11264], [2.28133, -2.06094, 4.20256], [3.29259, -2.89092, 4.84949], [2.37819, -1.56633, 2.94396], [1.73590, -0.53316, 2.51273], [3.22399, -2.26583, 2.09652], [3.36935, -2.14575, 0.73220], [4.21655, -3.05890, 0.20108], [2.76525, -1.24319, 0.03758], [1.17057, -2.09762, 5.95620], [0.37131, -1.28965, 4.61671], [1.69504, -0.47522, 5.49772], [2.81301, -3.47290, 5.63201], [4.07578, -2.28132, 5.30764], [3.76020, -3.60929, 4.17976], [1.17746, -0.11207, 3.24285], [3.68648, -3.05498, 2.50765], [4.68975, -3.75318, 0.75062], [4.41274, -3.05092, -0.78288], [3.00493, -1.32361, -0.94404], [-0.26104, 1.52649, 2.18273], [0.70245, 2.69718, 2.25892], [1.75374, 2.54652, 1.24228]],
  "homo_lumo_gap_ev": 8.52,
  "charge": 2,
  "homo_ev": -13.2,
  "max_force_ha_per_bohr": 0.0284,
  "lumo_energy_ha": -0.1727,
  "relative_energy_kcal_mol": 8.9
}